# 1
{
  "formula": "C58H46BeN9OP",
  "method": "ωB97M-V with the def2-TZVPD basis set",
  "largest_force_ev_per_a": 5.87,
  "orbital_gap_ev": [6.857, 4.993],
  "elements": ["Be", "C", "N", "C", "N", "C", "C", "C", "C", "C", "C", "C", "C", "C", "C", "C", "C", "C", "C", "P", "C", "N", "C", "C", "N", "C", "C", "C", "C", "C", "C", "C", "C", "C", "C", "C", "C", "C", "C", "N", "C", "C", "N", "C", "C", "C", "C", "C", "C", "C", "C", "C", "C", "C", "C", "C", "H", "H", "H", "H", "H", "H", "H", "H", "H", "H", "H", "H", "H", "H", "H", "H", "H", "H", "H", "H", "H", "H", "H", "H", "H", "H", "H", "H", "H", "H", "H", "H", "H", "H", "H", "H", "H", "H", "H", "O", "N", "C", "C", "C", "C", "C", "C", "C", "N", "C", "C", "N", "C", "H", "H", "H", "H", "H", "H", "H"],
  "xyz": [[-1.12206, 2.16280, 1.92920], [1.38650, -1.11854, 4.89309], [1.05184, 0.05370, 4.20254], [-0.20417, 0.40697, 3.69309], [-0.14520, 1.69758, 3.23760], [1.18577, 2.14557, 3.55291], [1.91408, 1.13703, 4.09458], [3.30059, 1.19021, 4.71391], [3.44175, 1.02622, 6.12120], [4.68695, 1.00025, 6.77246], [5.84374, 1.15321, 6.00612], [5.70735, 1.11227, 4.61535], [4.45388, 1.16106, 3.96023], [1.44695, 3.62988, 3.32529], [2.52165, 4.22419, 2.71669], [2.66995, 5.61966, 2.70312], [1.81177, 6.42829, 3.37783], [0.57551, 5.84155, 3.83604], [0.44907, 4.50685, 3.77483], [-1.65662, -0.55572, 3.79495], [2.05949, -2.79684, -4.60671], [1.21051, -2.02177, -3.90368], [-0.04176, -2.54535, -3.99539], [-0.04682, -3.53027, -4.92626], [1.26405, -3.76740, -5.25511], [1.69917, -4.52121, -6.42477], [-1.20591, -4.39514, -5.42239], [-1.29666, -5.54693, -4.65465], [-2.52258, -6.28084, -4.54415], [-3.63234, -5.81762, -5.18116], [-3.45726, -4.88713, -6.18507], [-2.35996, -4.04926, -6.25129], [-1.21000, -1.89424, -3.32331], [-2.22552, -2.56728, -2.57827], [-3.02855, -1.86303, -1.72188], [-3.03623, -0.43746, -1.67671], [-2.14593, 0.21638, -2.54103], [-1.16290, -0.55902, -3.03537], [-2.76582, 0.85089, 3.39839], [-2.59976, 1.88264, 2.54091], [-3.94163, 2.47391, 2.39261], [-4.85183, 1.77921, 3.22200], [-4.04499, 0.78274, 3.92715], [-4.36064, 0.23731, 5.25382], [-6.29998, 1.72641, 3.32551], [-7.19088, 1.63036, 2.16935], [-8.54227, 1.99225, 2.39384], [-9.05615, 2.11961, 3.67497], [-8.23160, 1.97962, 4.76263], [-6.82134, 1.97136, 4.60268], [-4.24805, 3.57412, 1.45409], [-4.08926, 3.37830, 0.03629], [-4.27909, 4.44752, -0.88269], [-4.81689, 5.64862, -0.39662], [-4.98307, 5.85684, 0.98595], [-4.87215, 4.76774, 1.88266], [1.21489, -1.01122, 5.98828], [2.30733, -1.65907, 4.62123], [0.56047, -1.83761, 4.75907], [2.50150, 1.03322, 6.74479], [4.78985, 1.00910, 7.82526], [6.81636, 1.27095, 6.45504], [6.57483, 1.02791, 3.93520], [4.41261, 1.36469, 2.87243], [3.32939, 3.51063, 2.50211], [3.34799, 6.14906, 2.03185], [2.03792, 7.47446, 3.51379], [-0.29796, 6.46576, 4.17769], [-0.51134, 4.10748, 4.16140], [2.46310, -4.11523, -7.08297], [0.82015, -4.78941, -6.98117], [2.09542, -5.47090, -6.10431], [-0.45513, -5.96667, -4.04483], [-2.48903, -7.15210, -3.91185], [-4.65999, -6.18745, -5.15638], [-4.32626, -4.59976, -6.92161], [-2.33489, -3.16904, -6.95121], [-2.54344, -3.63568, -2.72273], [-3.68053, -2.44817, -1.12434], [-3.59129, 0.07314, -0.92080], [-2.21392, 1.27323, -2.69139], [-0.85908, 3.51870, 0.14918], [-5.11088, -0.56081, 5.24513], [-4.68935, 1.04764, 5.94570], [-3.45252, -0.18817, 5.64440], [-6.77884, 1.36273, 1.20743], [-9.26553, 2.18430, 1.61135], [-10.13567, 2.42141, 3.83153], [-8.62626, 1.88822, 5.77250], [-6.20232, 2.22062, 5.43799], [-3.74330, 2.35824, -0.22835], [-4.02198, 4.26017, -1.93551], [-5.22716, 6.46192, -1.01235], [-5.24528, 6.87798, 1.36311], [-5.29995, 4.87025, 2.87634], [-0.70260, 2.67430, 0.61369], [10.80521, -3.50323, -1.57989], [10.31733, -3.61255, -2.62770], [9.44310, -3.52227, -3.70283], [9.15956, -2.23388, -4.14638], [7.94773, -1.98971, -4.89220], [7.06237, -3.00856, -5.10447], [7.50476, -4.29693, -5.03446], [8.67556, -4.58921, -4.31008], [5.62751, -2.70759, -5.42311], [4.43420, -3.44296, -5.30639], [3.42630, -2.62887, -4.75631], [3.96095, -1.24452, -4.76930], [5.22920, -1.39547, -5.14220], [9.80679, -1.39530, -3.93291], [8.00764, -1.05120, -5.43957], [7.03894, -5.10597, -5.56663], [8.91862, -5.60733, -4.06737], [4.35026, -4.47580, -5.73919], [3.45351, -0.44919, -4.45262], [5.83842, -0.51234, -5.34048]],
  "mulliken_charge": [-0.87, -1.01, 0.40, 0.22, 0.35, -0.21, 0.29, 0.05, -0.22, -0.75, -0.44, -0.60, -0.12, 0.42, 0.01, -0.73, -0.48, -0.53, -0.32, -0.56, 0.03, -0.82, 1.28, 0.03, 0.13, -1.24, 0.18, -0.20, -0.64, -0.49, -0.36, -0.55, 0.42, 0.01, -0.88, -0.28, -0.55, -0.65, 0.18, 0.33, -0.08, 0.52, 0.32, -1.09, 0.28, -0.53, -0.58, -0.35, -0.69, -0.45, 0.13, -0.03, -0.60, -0.40, -0.57, -0.56, 0.41, 0.31, 0.34, 0.35, 0.40, 0.42, 0.33, 0.44, 0.23, 0.33, 0.41, 0.32, 0.23, 0.49, 0.38, 0.43, 0.25, 0.38, 0.40, 0.23, 0.35, 0.22, 0.41, 0.47, 0.43, 0.30, 0.26, 0.29, 0.51, 0.52, 0.37, 0.31, 0.36, 0.55, 0.25, 0.37, 0.35, 0.34, 0.45, -0.49, -0.48, 0.08, 0.33, -0.72, -0.53, 0.68, -0.35, -0.64, 0.27, -0.73, 0.47, -0.03, -0.61, 0.41, 0.33, 0.40, 0.40, 0.34, 0.24, 0.29]
}

=====

# 2
{
  "formula": "C4H4O2",
  "method": "ωB97M-V with the def2-TZVPD basis set",
  "largest_force_ev_per_a": 2.34,
  "orbital_gap_ev": 9.258,
  "relative_energy_kj_mol": 508.64,
  "elements": ["O", "C", "C", "C", "O", "C", "H", "H", "H", "H"],
  "xyz": [[-0.19016, 2.21550, 0.54001], [-0.09845, 1.09087, 0.15054], [-1.14634, 0.06085, -0.29095], [0.55881, -1.02043, 0.82288], [0.08425, -0.84852, -0.73079], [1.00527, 0.09736, -0.06003], [-1.64052, 0.23016, -1.23681], [-1.86651, -0.27645, 0.49054], [1.30187, -1.81687, 0.80329], [1.99177, 0.26753, -0.48868]],
  "mulliken_charge": [-0.53, 0.49, -0.12, -0.65, -0.23, 0.00, 0.26, 0.25, 0.14, 0.40]
}

=====

# 3
{
  "formula": "C12H16FN3O8S3",
  "method": "ωB97M-V with the def2-TZVPD basis set",
  "largest_force_ev_per_a": 0.57,
  "orbital_gap_ev": 8.135,
  "elements": ["C", "C", "F", "C", "C", "C", "N", "S", "N", "C", "C", "C", "N", "H", "H", "H", "H", "H", "H", "H", "H", "C", "C", "O", "S", "O", "O", "O", "H", "H", "H", "H", "C", "C", "O", "S", "O", "O", "O", "H", "H", "H", "H"],
  "xyz": [[3.00679, -1.72930, 0.27227], [1.93607, -0.66870, 0.23749], [2.19512, 0.23220, 1.30845], [0.51997, -1.14133, 0.41372], [0.22276, -2.39223, 0.83682], [-1.13747, -2.75649, 0.98305], [-1.61011, -3.94718, 1.36102], [-3.20370, -3.84300, 1.34856], [-3.39208, -2.31429, 0.88663], [-2.16631, -1.81086, 0.70457], [-1.84078, -0.50137, 0.28808], [-0.53167, -0.17688, 0.14022], [-0.10421, 1.09516, -0.30087], [3.95935, -1.28376, -0.00428], [3.10537, -2.12098, 1.28284], [2.78087, -2.53268, -0.42448], [2.00378, -0.05898, -0.66007], [0.97954, -3.13107, 1.05464], [-2.61465, 0.22727, 0.09373], [0.31593, 1.57081, 0.49192], [-0.90455, 1.65289, -0.57317], [2.33445, 4.18271, 3.11244], [1.96049, 4.87804, 1.81808], [0.73124, 4.24191, 1.43428], [-0.10852, 3.84827, 2.73672], [-1.08373, 4.84193, 2.99682], [-0.45759, 2.47727, 2.62598], [1.07852, 4.01102, 3.78942], [2.77478, 3.20047, 2.93312], [2.99253, 4.77783, 3.73873], [2.69253, 4.73265, 1.02947], [1.77585, 5.94334, 1.96590], [-1.52476, -3.02839, -3.07191], [-2.67902, -2.05338, -2.96096], [-2.06197, -0.77446, -3.17203], [-0.85941, -0.91127, -4.21463], [-1.30377, -0.56186, -5.51471], [0.28996, -0.30753, -3.64647], [-0.72871, -2.50353, -4.14441], [-0.92278, -3.04573, -2.16057], [-1.84265, -4.03585, -3.32465], [-3.14489, -2.06491, -1.97844], [-3.43257, -2.21776, -3.73331]],
  "mulliken_charge": [-1.77, 0.56, -0.33, 0.24, -0.50, 0.61, -0.73, 0.13, -0.75, 0.44, -1.13, 1.07, -0.57, 0.38, 0.41, 0.41, 0.33, 0.43, 0.41, 0.04, 0.33, -0.24, -0.33, -0.33, 1.09, -0.56, -0.47, -0.32, 0.22, 0.31, 0.32, 0.29, -0.03, -0.35, -0.27, 1.08, -0.58, -0.49, -0.36, 0.10, 0.33, 0.25, 0.31]
}

=====

# 4
{
  "formula": "C17H31N5OSTi",
  "method": "ωB97M-V with the def2-TZVPD basis set",
  "spin_multiplicity": 2,
  "s_squared": 0.770,
  "charge": 1,
  "largest_force_ev_per_a": 10.81,
  "orbital_gap_ev": [5.728, 6.929],
  "elements": ["Ti", "C", "C", "N", "C", "C", "N", "C", "C", "N", "C", "C", "N", "C", "C", "C", "C", "C", "C", "C", "N", "H", "H", "H", "H", "H", "H", "H", "H", "H", "H", "H", "H", "H", "H", "H", "H", "H", "H", "H", "H", "H", "H", "H", "H", "C", "S", "C", "O", "H", "H", "H", "H", "H", "H", "H"],
  "xyz": [[0.00000, 0.00000, 0.00000], [-3.95029, -0.83223, -2.18505], [-2.55594, -0.44794, -1.87641], [-2.01849, 0.04845, -0.84214], [-2.73186, 0.33529, 0.39490], [-1.79423, 1.01104, 1.46601], [-0.65307, 0.29582, 2.04921], [-0.88303, -1.08245, 2.43384], [0.21325, -2.05247, 1.93739], [0.45141, -2.02563, 0.48291], [1.86608, -1.79885, 0.18441], [2.39297, -0.35136, 0.50979], [1.69059, 0.68276, -0.28957], [1.87296, 0.51645, -1.56271], [3.26955, 0.41086, -2.15155], [0.70195, 0.25160, -2.46679], [0.87317, 0.21247, -3.86189], [-0.18075, -0.20053, -4.68715], [-1.38921, -0.55348, -4.11420], [-1.43234, -0.47208, -2.73996], [-0.45673, -0.10631, -1.85423], [-4.34397, -1.45984, -1.38088], [-4.01058, -1.38986, -3.12233], [-4.56362, 0.06933, -2.26425], [-3.19568, -0.57052, 0.79585], [-3.54407, 1.04170, 0.18295], [-2.43620, 1.33170, 2.29570], [-1.39626, 1.92735, 1.01285], [-0.02761, 0.81302, 2.55159], [-1.84358, -1.46696, 2.08112], [-0.93362, -1.13664, 3.52788], [-0.07656, -3.07395, 2.21433], [1.12886, -1.85174, 2.50809], [-0.00091, -2.80428, 0.02071], [2.02155, -2.00948, -0.87892], [2.48313, -2.52992, 0.72189], [3.47783, -0.31232, 0.36533], [2.23307, -0.12089, 1.56795], [4.02482, 0.72771, -1.42749], [3.37491, 1.07940, -3.00973], [3.47194, -0.61986, -2.45489], [1.81087, 0.48607, -4.33018], [-0.05619, -0.21575, -5.76647], [-2.25563, -0.80436, -4.70952], [-1.10736, -1.33575, -0.29887], [3.37294, 1.71157, 2.37032], [1.57565, 1.88714, 2.26229], [1.25252, 1.52278, 4.00462], [1.05730, 0.73298, 1.45646], [3.77256, 2.46539, 3.05259], [3.79794, 1.86317, 1.37535], [3.62948, 0.71046, 2.72513], [1.72597, 2.28321, 4.62997], [1.64146, 0.53351, 4.25735], [0.17267, 1.54041, 4.16948], [-0.14233, 1.75133, 0.11003]],
  "mulliken_spin": [0.06, 0.00, -0.03, -0.02, 0.00, 0.01, 0.00, 0.00, 0.00, 0.01, 0.02, 0.03, 0.14, 0.38, -0.02, 0.06, 0.11, -0.01, 0.11, -0.02, 0.12, 0.00, 0.00, 0.00, 0.00, 0.00, 0.00, 0.00, -0.01, 0.00, 0.00, 0.00, 0.00, 0.00, 0.00, 0.00, -0.01, 0.01, 0.01, 0.00, 0.01, 0.01, 0.00, 0.00, 0.03, 0.00, 0.00, 0.00, -0.02, 0.00, 0.00, 0.00, 0.00, 0.00, 0.00, 0.01]
}

=====

# 5
{
  "formula": "C5H10NO2",
  "method": "ωB97M-V with the def2-TZVPD basis set",
  "charge": -1,
  "smiles": "CCCC(=O)NC[O-]",
  "largest_force_ev_per_a": 1.03,
  "orbital_gap_ev": 6.505,
  "relative_energy_kj_mol": 130.66,
  "elements": ["C", "C", "C", "C", "O", "N", "C", "O", "H", "H", "H", "H", "H", "H", "H", "H", "H", "H"],
  "xyz": [[1.86932, -1.22664, -0.68712], [1.60296, -0.38087, 0.56759], [0.22341, -0.68074, 1.18215], [-0.91463, -0.27981, 0.23287], [-1.53043, -1.18021, -0.34845], [-1.12381, 1.02026, 0.06790], [-2.25142, 1.67288, -0.76268], [-2.05578, 2.97949, -0.78245], [1.09923, -1.04431, -1.43853], [2.81990, -0.94223, -1.14068], [1.81669, -2.27250, -0.38450], [2.35924, -0.63719, 1.31641], [1.64048, 0.67347, 0.31721], [0.15353, -0.17689, 2.14257], [0.11612, -1.75793, 1.32095], [-0.46834, 1.71532, 0.39102], [-2.17638, 1.17357, -1.74178], [-3.18009, 1.34433, -0.25246]],
  "mulliken_charge": [-1.11, -0.38, -0.75, 0.48, -0.69, -0.06, -0.28, -0.89, 0.29, 0.35, 0.29, 0.31, 0.33, 0.32, 0.30, 0.20, 0.15, 0.15]
}

=====

# 6
{
  "formula": "C5H8N2",
  "method": "ωB97M-V with the def2-TZVPD basis set",
  "largest_force_ev_per_a": 5.16,
  "orbital_gap_ev": 10.231,
  "relative_energy_kj_mol": 469.12,
  "elements": ["C", "C", "C", "N", "C", "C", "N", "H", "H", "H", "H", "H", "H", "H", "H"],
  "xyz": [[-1.60429, -1.03456, 0.50801], [-0.52980, -0.16571, -0.05939], [-0.58498, 1.30887, -0.05760], [0.35093, 0.63050, 0.82788], [1.66661, 0.49756, 0.24299], [1.55233, -0.56791, -0.74211], [1.82547, -1.30885, -1.59234], [-2.06594, -0.58700, 1.39420], [-1.23530, -2.02684, 0.78671], [-2.39343, -1.17205, -0.24013], [0.11939, -0.75676, -1.34491], [-0.19286, 1.84734, -0.92102], [-1.38853, 1.80378, 0.47535], [2.09891, 1.36686, -0.26010], [2.38149, 0.16477, 0.98246]],
  "mulliken_charge": [-1.35, 0.38, -0.45, -0.43, -0.46, 0.45, -0.50, 0.36, 0.28, 0.32, 0.28, 0.24, 0.28, 0.28, 0.30]
}